Record 1
Density functional theory data (ωB97M-V with the def2-TZVPD basis set) for a molecular structure, C45H34GeI2N3O5SV.

Cartesian coordinates (Å):
V 0.9511 0.6913 1.1473
O -0.8158 -1.6756 1.9040
S -1.0842 -0.7948 3.0020
O -2.4095 -0.3110 3.2486
N -0.0581 0.4965 2.7512
C 0.1381 1.4614 3.7556
C -0.6218 1.6921 4.8718
C -0.2282 2.6861 5.7983
C 0.8938 3.4403 5.6138
C 1.6818 3.2441 4.4530
C 2.8494 3.9710 4.1451
C 3.5322 3.7110 2.9859
C 3.0446 2.7344 2.1099
N 1.9568 2.0339 2.3712
C 1.2812 2.2638 3.5338
C -0.4393 -1.5111 4.4735
C -1.2543 -1.6680 5.5824
C -0.7226 -2.2588 6.7207
C 0.6016 -2.6705 6.7353
C 1.4060 -2.5080 5.6124
C 0.8860 -1.9312 4.4674
H -1.5271 1.1292 5.0444
H -0.8428 2.8425 6.6744
H 1.1871 4.1927 6.3335
H 3.1975 4.7335 4.8308
H 4.4319 4.2498 2.7274
H 3.5538 2.5227 1.1793
H -2.2846 -1.3403 5.5449
H -1.3445 -2.3971 7.5946
H 1.0114 -3.1270 7.6266
H 2.4363 -2.8380 5.6293
H 1.4925 -1.8136 3.5773
I 3.9845 -3.2377 1.9761
C 4.1665 -1.7385 0.5624
C 5.2794 -1.7087 -0.3162
C 5.4334 -0.7180 -1.2476
I 7.1003 -0.7557 -2.4935
C 4.4610 0.3166 -1.3694
C 4.5032 1.4219 -2.2473
C 3.4701 2.3202 -2.2538
C 2.3826 2.1390 -1.3833
N 2.3268 1.1385 -0.5303
C 3.3487 0.2410 -0.5241
C 3.2115 -0.7718 0.4483
O 2.1162 -0.6559 1.2274
H 6.0221 -2.4899 -0.2325
H 5.3464 1.5459 -2.9142
H 3.4707 3.1666 -2.9256
H 1.5574 2.8381 -1.3641
O -0.6562 0.3714 0.0362
C -0.8004 1.6145 -0.1738
O 0.0817 2.3475 0.3971
C -1.8883 2.1732 -1.0169
C -2.9648 1.1528 -1.3667
Ge -2.4685 -0.2636 -2.6616
C -3.0755 -1.9797 -1.9970
C -2.8288 -2.3550 -0.6767
C -3.2212 -3.6033 -0.2149
C -3.8694 -4.4862 -1.0674
C -4.1250 -4.1203 -2.3814
C -3.7284 -2.8729 -2.8451
C -0.5295 -0.3525 -2.9709
C 0.2366 -1.3543 -2.3744
C 1.5804 -1.5113 -2.6904
C 2.1769 -0.6682 -3.6174
C 1.4340 0.3438 -4.2101
C 0.0921 0.5007 -3.8849
C -3.2967 0.1251 -4.3851
C -2.7183 -0.3521 -5.5631
C -3.3240 -0.1379 -6.7934
C -4.5220 0.5585 -6.8653
C -5.1142 1.0323 -5.7044
C -4.5052 0.8141 -4.4760
H -1.3956 2.5824 -1.9073
H -2.2831 3.0380 -0.4760
H -3.8157 1.6848 -1.7930
H -3.3234 0.6697 -0.4560
H -2.3221 -1.6801 0.0029
H -3.0177 -3.8813 0.8117
H -4.1780 -5.4595 -0.7080
H -4.6357 -4.8060 -3.0452
H -3.9348 -2.5945 -3.8724
H -0.2271 -2.0356 -1.6691
H 2.1534 -2.3119 -2.2357
H 3.2147 -0.8115 -3.8949
H 1.8927 0.9955 -4.9443
H -0.4842 1.2712 -4.3874
H -1.7835 -0.9007 -5.5253
H -2.8617 -0.5167 -7.6960
H -4.9955 0.7277 -7.8236
H -6.0533 1.5682 -5.7538
H -4.9957 1.1803 -3.5812

* total charge: +1
* E_HOMO (alpha / beta): -10.7 / -10.7 eV
* 2S+1: 2
* Kohn-Sham gap (alpha / beta): 6.31 / 6.85 eV
* relative energy (zero: lowest compared OMol25 entry of this formula, charge and spin): 0.000 eV
* LUMO level (alpha / beta): -0.163 / -0.143 Ha



Record 2
Density functional theory data (ωB97M-V with the def2-TZVPD basis set) for 3 unconnected molecules or ions with the total composition C3H12NO2.

Cartesian coordinates (Å):
C -1.8342 -2.0003 -0.5895
C -0.5358 -1.3666 -1.1253
C 0.4061 -1.1184 -0.2316
N 1.6818 -0.4007 -0.6244
H -2.7586 -1.4559 -0.7560
H -2.2544 -2.8119 -1.1490
H -1.7236 -2.3333 0.4670
H -0.3426 -1.3811 -2.1745
H 0.5184 -1.4283 0.8531
H 1.9080 -0.3285 -1.7058
H 1.6039 0.6105 -0.3416
H 2.3674 -0.8577 -0.1107
H 0.8584 2.3730 0.7346
H 0.2164 2.3708 -0.7185
O 0.9122 2.0241 -0.1035
H 0.3666 3.0186 2.8846
H -1.1953 2.6246 2.4643
O -0.1948 2.4612 2.2268

* total charge: +1
* E_HOMO: -14.1 eV
* Kohn-Sham gap: 11.11 eV
* relative energy (zero: lowest compared OMol25 entry of this formula, charge and spin): 1.962 eV
* LUMO level: -0.111 Ha



Record 3
Density functional theory data (ωB97M-V with the def2-TZVPD basis set) for a molecular structure, C10H30BaNO8.

Cartesian coordinates (Å):
Ba 0.0067 -0.5713 -3.7607
N 0.9350 -0.8628 -0.6436
O 1.6609 -1.3849 -1.5246
O 1.3870 -0.3374 0.3604
O -0.2878 -0.7174 -0.9376
C -4.5816 -1.2558 1.7844
C -3.3563 -1.6130 0.9563
O -2.9421 -0.4612 0.1928
H -4.4532 -0.3896 2.4311
H -4.7320 -2.1096 2.4497
H -5.4001 -1.0643 1.0949
H -3.7243 -2.3339 0.2184
H -2.5164 -2.0418 1.4997
H -1.9873 -0.3448 0.2539
C -4.5113 0.6754 -2.3400
C -3.1135 1.1100 -2.6662
O -2.6251 0.3913 -3.8399
H -5.0221 0.4343 -3.2819
H -5.1715 1.4850 -2.0171
H -4.6203 -0.1330 -1.6245
H -2.4191 0.9876 -1.8298
H -3.0012 2.1789 -2.8746
H -3.3571 0.2673 -4.4527
C -1.6807 0.5015 3.8372
C -0.7873 1.2236 2.8132
O 0.5011 0.6611 2.8561
H -1.2456 0.6223 4.8248
H -1.8635 -0.5169 3.5097
H -2.6239 1.0564 3.8540
H -0.7485 2.2981 3.0384
H -1.2478 1.2714 1.8185
H 0.8296 0.4114 1.9807
C 3.8697 4.0709 -0.4306
C 3.5530 2.7217 0.2091
O 2.5754 2.0569 -0.6161
H 4.3957 4.7355 0.2496
H 2.9157 4.5637 -0.6288
H 4.3689 3.8336 -1.3678
H 3.1535 2.8578 1.2179
H 4.4436 2.0897 0.2547
H 2.4718 1.1968 -0.1936
C 5.0382 -2.9700 0.0250
C 4.3051 -3.5665 -1.1716
O 4.1893 -2.5477 -2.1734
H 5.0074 -3.6282 0.8974
H 4.5943 -1.9992 0.2634
H 6.0844 -2.6992 -0.1292
H 3.3191 -3.9027 -0.8366
H 4.8671 -4.3578 -1.6643
H 3.5472 -1.8931 -1.8858

* total charge: +1
* E_HOMO: -11.6 eV
* Kohn-Sham gap: 6.68 eV
* relative energy (zero: lowest compared OMol25 entry of this formula, charge and spin): 3.231 eV
* LUMO level: -0.181 Ha



> Number 1 is which compound?

C45H34GeI2N3O5SV



> Number 3 is which compound?

C10H30BaNO8



> relative energy (zero: lowest compared OMol25 entry of this formula, charge and spin) of number 1 (C45H34GeI2N3O5SV)?

0.000 eV